1.
Molecular formula: C3H12N2S
Method: DFT, ωB97M-V with the def2-TZVPD basis set

The structure (SMILES) is CSC.NCN. As for the total energy: -629.170170 hartree. For the energy above the lowest of the compared OMol25 structures with the same formula, charge and spin, the calculation gives 5.9 kcal per mole. For the LUMO energy, the calculation gives 0.0384 Ha. As for the HOMO energy: -8.435 eV. As for the charge: 0.

Atoms and positions in Å:
C -0.73884 0.20349 -5.79866
S -1.96625 0.71610 -4.60483
C -1.01856 0.54130 -3.03152
H -0.49567 -0.85850 -5.76447
H 0.16902 0.79935 -5.71600
H -1.17515 0.43454 -6.77215
H -0.66986 1.50119 -2.66209
H -1.66793 0.03142 -2.34629
H -0.17803 -0.08270 -3.30979
N 1.30598 0.30186 3.42931
C 0.28075 -0.28215 4.29645
N 0.71343 -1.03486 5.45474
H 1.81880 0.99174 3.96452
H 1.97125 -0.38969 3.10228
H -0.30997 0.55149 4.67067
H -0.33641 -0.92948 3.68823
H 1.28417 -0.51343 6.09645
H 1.01327 -1.98169 5.30316

Atoms 1-6, force components in eV/Å:
0.167 0.223 -0.428
-0.077 0.122 0.621
-0.160 0.098 -1.331
-0.075 0.022 0.124
0.052 -0.035 0.067
0.042 -0.131 -0.001

***

2.
Molecular formula: C3H12N2Si
Method: DFT, ωB97M-V with the def2-TZVPD basis set

As for the total energy: -520.305230 hartree. For the energy above the lowest of the compared OMol25 structures with the same formula, charge and spin, the calculation gives 168.1 kcal per mole. For the LUMO energy (spin up / spin down), the calculation gives 0.0060 / -0.0038 Ha. As for the HOMO energy (spin up / spin down): -9.108 / -8.966 eV. As for the charge: 0.

Atoms and positions in Å:
C 1.28027 0.00541 1.22429
C 1.49260 -0.86920 -0.98887
C -0.78819 1.77118 -0.14250
N 0.72178 -0.85469 0.23548
N -0.94987 0.48769 -0.59862
Si -1.99316 -0.84436 -0.05895
H 0.52501 0.15701 1.92641
H 2.05722 -0.82545 1.62052
H 1.82911 0.83422 0.89341
H 1.11166 -1.72312 -1.59631
H 1.49327 0.03937 -1.54604
H 2.52456 -0.98005 -0.92984
H -1.64053 2.32896 -0.53454
H -0.80899 1.92201 1.07094
H 0.05685 2.29891 -0.63339
H -2.41431 -1.21629 1.25428
H -3.32863 -0.70086 -0.58791
H -1.16864 -1.83073 -0.60834

Atoms 1-6, force components in eV/Å:
1.881 -4.363 0.032
-2.043 -1.463 -0.756
0.164 1.664 2.500
-0.259 1.510 -1.179
-0.191 -2.285 0.439
0.721 1.153 -0.871

***

3.
Molecular formula: C3H12N3
Method: DFT, ωB97M-V with the def2-TZVPD basis set

The structure (SMILES) is C[N+](C)(C)NN. As for the total energy: -285.413572 hartree. For the energy above the lowest of the compared OMol25 structures with the same formula, charge and spin, the calculation gives 95.3 kcal per mole. For the LUMO energy, the calculation gives -0.1057 Ha. As for the HOMO energy: -14.770 eV. As for the charge: +1.

Atoms and positions in Å:
C -0.09806 -0.92671 -1.51184
N -0.07299 -0.24527 -0.09213
C 0.83442 -0.97303 0.82039
C -1.43651 -0.20745 0.40907
N 0.47964 1.10267 -0.37549
N 0.94814 1.76831 0.70419
H 0.60316 -0.42081 -2.13243
H 0.15505 -2.00603 -1.43558
H -1.18848 -0.80711 -1.81919
H 1.62540 -0.21691 1.24329
H 0.29091 -1.42661 1.57073
H 1.36265 -1.65395 0.26499
H -1.40095 0.35239 1.34720
H -1.90118 0.52102 -0.25095
H -1.77641 -1.18363 0.52368
H -0.27723 1.55720 -0.94189
H 0.19870 2.26092 1.14093
H 1.65374 2.50502 0.53504

Atoms 1-6, force components in eV/Å:
-2.158 -0.443 1.258
1.795 -0.613 -1.683
2.257 3.445 0.462
0.833 3.372 0.676
-0.516 -0.221 -2.516
-0.229 1.349 1.234

***

4.
Molecular formula: C3H12N3
Method: DFT, ωB97M-V with the def2-TZVPD basis set

As for the total energy: -285.494203 hartree. For the energy above the lowest of the compared OMol25 structures with the same formula, charge and spin, the calculation gives 44.7 kcal per mole. For the LUMO energy, the calculation gives -0.1122 Ha. As for the HOMO energy: -13.514 eV. As for the charge: +1.

Atoms and positions in Å:
C 0.22077 -1.87666 0.52405
C 0.23076 -3.23558 0.39566
N -0.98763 -1.05635 0.63258
H 1.11941 -1.24944 0.61799
H 1.11031 -3.89018 0.41158
H -0.71345 -3.74399 0.20228
H -1.85956 -1.52744 0.50400
H -1.02157 -0.49156 1.46704
H -0.93765 -0.22461 -0.10788
N 1.04901 2.94226 -0.35592
C 0.49045 1.66667 0.02150
N -0.54025 1.00144 -0.87478
H 1.60455 2.82864 -1.20854
H 0.36352 3.68127 -0.47991
H 1.29138 0.93624 0.14919
H -0.05230 1.76415 0.96556
H -1.29591 1.65068 -1.09598
H -0.07183 0.82446 -1.76842

Atoms 1-6, force components in eV/Å:
0.883 -2.101 0.397
-0.621 2.173 -0.119
0.500 0.060 -0.634
-0.431 -0.571 0.076
-0.178 0.801 -0.139
0.089 0.007 0.342

***

5.
Molecular formula: C3H12N3
Method: DFT, ωB97M-V with the def2-TZVPD basis set

Its spin multiplicity is 2. As for the total energy: -284.989890 hartree. For the energy above the lowest of the compared OMol25 structures with the same formula, charge and spin, the calculation gives 44.4 kcal per mole. For the LUMO energy (spin up / spin down), the calculation gives -0.3436 / -0.4835 Ha. As for the HOMO energy (spin up / spin down): -15.976 / -15.932 eV. As for the charge: +2. As for the expectation value of S²: 0.775.

Atoms and positions in Å:
C 1.75458 -0.48080 1.27066
C 0.89766 -0.25706 0.19343
N 0.38637 -1.22453 -0.54854
N 2.19398 0.68108 2.04274
H 2.19118 -1.43322 1.55281
H 0.63768 0.77008 -0.04060
H -0.54121 -1.04679 -0.97275
H 0.45040 -2.15842 -0.14790
H 3.23072 0.77720 2.09064
H 1.89243 0.61154 3.03510
H 1.86150 1.59998 1.70331
C -2.92309 0.00059 -1.40573
N -2.00711 1.15755 -1.48915
H -2.41110 -0.98127 -1.45552
H -3.62198 0.03668 -2.23187
H -3.42123 0.03639 -0.43949
H -1.25368 1.02599 -0.83150
H -1.61648 1.23962 -2.42101

Atoms 1-6, force components in eV/Å:
0.412 0.265 -0.238
-0.045 -0.081 -0.538
-0.944 0.460 2.085
0.403 0.337 0.499
-0.095 0.005 0.120
-0.203 -0.027 -0.217

***

6.
Molecular formula: C3H12N3O
Method: DFT, ωB97M-V with the def2-TZVPD basis set

As for the total energy: -360.783293 hartree. For the energy above the lowest of the compared OMol25 structures with the same formula, charge and spin, the calculation gives 32.3 kcal per mole. For the LUMO energy, the calculation gives -0.1059 Ha. As for the HOMO energy: -14.280 eV. As for the charge: +1.

Atoms and positions in Å:
C 0.28103 -0.43717 -2.15163
C 0.76503 1.14184 -0.30582
N 0.39837 0.31931 0.66047
N 0.44238 0.96034 -1.59272
N 1.33877 2.33423 -0.03877
H -0.03013 -0.60773 0.44590
H 0.72473 0.35697 1.61157
H 0.49079 1.74219 -2.22106
H 1.76903 2.78142 -0.83180
H 1.75113 2.60247 0.83934
H -0.78568 -0.56288 -2.42589
H 0.61670 -1.25008 -1.47179
H 0.99076 -0.45844 -2.98446
C -1.99393 -1.84591 1.99189
O -0.98997 -1.97707 1.00980
H -0.32630 -2.56938 1.37511
H -2.94819 -2.37055 1.69281
H -1.73600 -2.05515 3.00473
H -2.38481 -0.83232 2.03422

Atoms 1-6, force components in eV/Å:
-0.128 0.974 -0.102
-0.228 1.682 0.064
0.007 -1.414 -0.676
0.087 -2.508 0.984
0.357 0.018 -0.214
-0.136 0.873 0.252